{"formula": "C3H11NOS2", "method": "the ωB97M-V functional and the def2-TZVPD basis", "symbols": ["S", "S", "C", "C", "C", "N", "H", "H", "H", "H", "H", "H", "H", "H", "H", "H", "H", "O"], "coordinates": [[-3.116730, -0.643591, 2.298920], [-1.597708, -0.525270, 0.814481], [-0.070940, -1.269550, 1.446354], [1.263401, -1.263236, 0.479585], [1.921075, 0.062243, 0.279843], [3.128375, -0.347060, -0.299826], [-3.490116, -1.888923, 1.830625], [-0.243988, -2.256697, 1.614272], [0.236139, -0.719176, 2.496567], [1.008102, -2.041085, -0.351473], [2.046145, -1.896488, 1.181523], [2.158914, 0.716352, 1.101226], [1.149930, 0.773388, -0.277186], [3.928086, 0.051171, 0.103560], [3.032878, -0.153268, -1.331340], [-3.949273, 4.408646, -3.290482], [-3.394279, 3.137305, -3.972785], [-4.010017, 3.855245, -4.123857]], "forces_ev_per_angstrom": [[1.0, -1.3, -1.2], [-0.2, 0.6, -0.2], [2.5, 3.7, 1.6], [-1.9, -3.3, 4.2], [-2.9, 1.0, -1.1], [0.5, 0.3, -4.3], [0.0, 0.9, 0.6], [-0.6, -2.8, 0.8], [-0.8, -1.4, -2.6], [0.8, 2.2, 0.7], [-2.0, 1.4, -1.7], [-0.5, -0.6, 1.3], [1.8, -1.2, 0.2], [1.2, 0.9, 0.1], [1.1, -0.4, 1.5], [-0.1, -1.0, -1.5], [0.1, -0.2, 0.0], [0.0, 1.2, 1.5]], "e_above_lowest_kj_mol": 216.6, "smiles": "NCCCSS.O", "e_homo_ev": -8.93, "homo_lumo_gap_ev": 9.27, "largest_force_ev_per_a": 5.6, "total_energy_ev": -28495.3519, "lumo_ev": 0.34}



{"formula": "C3H11NOS2", "method": "the ωB97M-V functional and the def2-TZVPD basis", "symbols": ["N", "C", "C", "C", "S", "S", "H", "H", "H", "H", "H", "H", "H", "H", "H", "H", "H", "O"], "coordinates": [[0.786353, -2.288415, -0.274484], [1.237185, -0.921876, -0.272153], [2.604757, -0.782135, -0.975805], [0.283487, 0.076632, -0.922230], [-1.230142, 0.300694, 0.124585], [-2.239750, 1.756020, -1.012372], [-0.164380, -2.441465, -0.544239], [1.464028, -2.987191, -0.503785], [1.403820, -0.583525, 0.760174], [2.646267, -1.039910, -2.033358], [3.315160, -1.423002, -0.447010], [2.951316, 0.246543, -0.866622], [-0.023688, -0.166037, -1.934822], [0.827306, 1.018654, -0.904345], [-2.974887, 0.891188, -1.730497], [1.196040, 0.469003, 3.583559], [1.656427, -0.907769, 3.099517], [1.810063, -0.257762, 3.820147]], "forces_ev_per_angstrom": [[-0.2, 0.3, 0.5], [0.6, 0.1, -0.9], [0.1, 0.0, 0.7], [-0.3, 0.2, 0.9], [0.1, 0.5, -0.8], [0.3, -0.7, 0.5], [-0.1, -0.3, -0.2], [-0.1, -0.2, -0.3], [0.0, 0.1, 0.0], [-0.4, -0.1, 0.0], [0.1, 0.0, -0.1], [0.1, 0.0, 0.0], [0.1, -0.2, -0.1], [-0.3, 0.2, -0.2], [0.0, 0.1, 0.0], [0.5, -0.6, 0.3], [0.2, 0.5, 0.7], [-0.8, 0.0, -1.1]], "e_above_lowest_kj_mol": 22.0, "smiles": "C[C@H](N)CSS.O", "e_homo_ev": -9.16, "homo_lumo_gap_ev": 9.54, "largest_force_ev_per_a": 1.3, "total_energy_ev": -28497.3679, "lumo_ev": 0.38}



{"formula": "C3H11NOS2", "method": "the ωB97M-V functional and the def2-TZVPD basis", "symbols": ["N", "C", "C", "C", "S", "S", "H", "H", "H", "H", "H", "H", "H", "H", "H", "H", "H", "O"], "coordinates": [[0.932152, 1.387294, 0.438323], [0.296085, 1.824096, -0.715158], [-0.628478, 3.204402, -0.563368], [-0.549766, 0.668886, -1.301831], [0.325785, -0.909046, -1.433082], [-0.571117, -2.002210, 0.088149], [1.514369, 2.053372, 0.789259], [1.443291, 0.563645, 0.731354], [0.999057, 2.057099, -1.572178], [-1.514628, 3.038789, 0.037861], [0.114299, 3.960267, -0.256776], [-1.096293, 3.446208, -1.570067], [-1.189325, 0.416953, -0.536018], [-1.063652, 0.948785, -2.216724], [0.364308, -2.686700, 0.630162], [1.077026, -1.578589, 3.580863], [0.228979, -0.430764, 4.421247], [0.226972, -1.138041, 3.736727]], "forces_ev_per_angstrom": [[-0.4, -0.6, 2.3], [-1.2, 0.3, -3.7], [1.2, -2.1, -1.6], [1.4, 0.8, 0.3], [0.8, -0.5, -0.8], [-2.3, 0.9, -0.7], [1.6, 2.8, 1.2], [-1.0, -0.8, -1.5], [-0.2, 0.2, 0.8], [0.4, 0.1, 0.9], [-1.0, 0.0, 0.1], [1.1, -0.2, 0.9], [-2.3, -0.2, 1.5], [0.1, -0.2, -0.1], [1.9, -0.5, 0.6], [-0.3, 0.8, 0.7], [0.7, -1.1, -0.8], [-0.5, 0.3, 0.2]], "e_above_lowest_kj_mol": 164.1, "smiles": "C[C@@H](N)CSS.O", "e_homo_ev": -8.13, "homo_lumo_gap_ev": 8.65, "largest_force_ev_per_a": 3.9, "total_energy_ev": -28495.8958, "lumo_ev": 0.52}



{"formula": "C3H11NS", "method": "the ωB97M-V functional and the def2-TZVPD basis", "symbols": ["C", "N", "H", "H", "H", "H", "H", "C", "S", "C", "H", "H", "H", "H", "H", "H"], "coordinates": [[1.937529, -3.449977, -2.659058], [0.469499, -3.342743, -2.506797], [2.450025, -3.260848, -1.704734], [2.200657, -2.758131, -3.443802], [2.184592, -4.489111, -2.889112], [0.153213, -3.375293, -1.551534], [0.091176, -2.550623, -2.998414], [0.081683, 1.789541, 1.746548], [-0.882547, 2.469547, 3.107741], [-2.230912, 3.330664, 2.246203], [0.183804, 0.711730, 1.806797], [1.069290, 2.259523, 1.778319], [-0.185593, 2.098409, 0.729572], [-3.071546, 2.652856, 2.132284], [-2.542355, 4.148077, 2.896953], [-1.908511, 3.766381, 1.309033]], "forces_ev_per_angstrom": [[-1.2, -0.5, 1.0], [0.3, -0.4, -0.2], [0.1, 0.5, -0.4], [0.7, 0.0, -0.1], [0.2, 0.2, -0.5], [0.0, 0.2, 0.0], [-0.1, 0.1, 0.3], [1.0, 0.6, -0.6], [-0.2, 0.2, -0.3], [0.0, -0.1, 0.6], [-0.1, -0.1, 0.0], [0.2, -0.4, 0.5], [-0.9, -0.2, 0.3], [-0.1, 0.1, -0.3], [0.0, 0.0, 0.0], [0.1, -0.1, -0.2]], "e_above_lowest_kj_mol": 82.2, "smiles": "CSC.CN", "e_homo_ev": -8.49, "homo_lumo_gap_ev": 9.33, "largest_force_ev_per_a": 1.6, "total_energy_ev": -15613.8992, "lumo_ev": 0.84}



Repeat the second record exactly.
{"formula": "C3H11NOS2", "method": "the ωB97M-V functional and the def2-TZVPD basis", "symbols": ["N", "C", "C", "C", "S", "S", "H", "H", "H", "H", "H", "H", "H", "H", "H", "H", "H", "O"], "coordinates": [[0.786353, -2.288415, -0.274484], [1.237185, -0.921876, -0.272153], [2.604757, -0.782135, -0.975805], [0.283487, 0.076632, -0.922230], [-1.230142, 0.300694, 0.124585], [-2.239750, 1.756020, -1.012372], [-0.164380, -2.441465, -0.544239], [1.464028, -2.987191, -0.503785], [1.403820, -0.583525, 0.760174], [2.646267, -1.039910, -2.033358], [3.315160, -1.423002, -0.447010], [2.951316, 0.246543, -0.866622], [-0.023688, -0.166037, -1.934822], [0.827306, 1.018654, -0.904345], [-2.974887, 0.891188, -1.730497], [1.196040, 0.469003, 3.583559], [1.656427, -0.907769, 3.099517], [1.810063, -0.257762, 3.820147]], "forces_ev_per_angstrom": [[-0.2, 0.3, 0.5], [0.6, 0.1, -0.9], [0.1, 0.0, 0.7], [-0.3, 0.2, 0.9], [0.1, 0.5, -0.8], [0.3, -0.7, 0.5], [-0.1, -0.3, -0.2], [-0.1, -0.2, -0.3], [0.0, 0.1, 0.0], [-0.4, -0.1, 0.0], [0.1, 0.0, -0.1], [0.1, 0.0, 0.0], [0.1, -0.2, -0.1], [-0.3, 0.2, -0.2], [0.0, 0.1, 0.0], [0.5, -0.6, 0.3], [0.2, 0.5, 0.7], [-0.8, 0.0, -1.1]], "e_above_lowest_kj_mol": 22.0, "smiles": "C[C@H](N)CSS.O", "e_homo_ev": -9.16, "homo_lumo_gap_ev": 9.54, "largest_force_ev_per_a": 1.3, "total_energy_ev": -28497.3679, "lumo_ev": 0.38}